P) An isolated ion of composition C2H2NO2S and charge -1. Source: OMol25; level of theory: ωB97M-V/def2-TZVPD.

Total charge ... -1
Orbital gap ... 7.75 eV

Structure (XYZ):
```
8
Properties=species:S:1:pos:R:3:nbo_charge:R:1
C 0.27 0.63 -0.27 -0.645
C 1.26 -0.05 0.08 0.318
N 1.99 -0.72 0.83 -0.745
O -2.48 1.22 0.22 -1.010
O -1.98 -1.04 -0.70 -1.006
S -1.68 -0.02 0.32 1.532
H 0.22 1.49 -0.87 0.219
H 2.41 -1.51 0.40 0.336
```

Q) An isolated ion of composition C2H2NO2S and charge -1. Source: OMol25; level of theory: ωB97M-V/def2-TZVPD.

Total charge ... -1
Orbital gap ... 6.86 eV

Structure (XYZ):
```
8
Properties=species:S:1:pos:R:3:nbo_charge:R:1
C -0.28 0.27 -0.43 0.102
C 0.59 0.11 0.72 -0.482
N 1.12 0.19 -0.84 -0.720
O 0.93 -1.44 -2.97 -0.955
O -0.78 -0.89 -1.02 -0.723
S 0.81 -1.36 -1.51 1.514
H -0.62 1.20 -0.83 0.155
H 0.64 -0.96 0.80 0.109
```

P) has the most favorable energy; the next structure is 66.9 kcal/mol above.

P) One molecule with the formula C6H13NO4. Source: OMol25; level of theory: ωB97M-V/def2-TZVPD.

Orbital gap ... 9.89 eV
SMILES ... CC(C)C(CO)(CO)[N+](=O)[O-]

Structure (XYZ):
```
24
Properties=species:S:1:pos:R:3:nbo_charge:R:1
C 2.42 -0.35 1.41 -0.625
C 0.88 -0.06 1.49 -0.197
C -0.03 -1.32 1.36 -0.609
C 0.40 1.00 0.36 0.010
C -1.18 1.21 0.34 -0.078
O -1.67 1.43 1.63 -0.719
C 0.79 0.54 -1.11 -0.079
O 0.07 1.36 -2.05 -0.741
N 1.02 2.33 0.55 0.518
O 1.90 2.71 -0.30 -0.405
O 0.74 2.96 1.54 -0.354
H 2.77 -0.60 0.41 0.214
H 2.72 -1.18 2.07 0.223
H 2.98 0.55 1.84 0.222
H 0.63 0.35 2.48 0.218
H 0.18 -1.78 2.25 0.218
H -1.03 -1.07 1.09 0.229
H 0.23 -2.00 0.51 0.199
H -1.47 2.11 -0.20 0.193
H -1.78 0.46 -0.15 0.199
H -0.82 1.80 2.03 0.473
H 1.87 0.56 -1.30 0.202
H 0.61 -0.54 -1.29 0.199
H 0.47 2.19 -2.28 0.491
```

Q) One molecule with the formula C6H13NO4. Source: OMol25; level of theory: ωB97M-V/def2-TZVPD.

Orbital gap ... 10.41 eV
SMILES ... CCC[C@@H](O)[C@@H](C)O[N+](=O)[O-]

Structure (XYZ):
```
24
Properties=species:S:1:pos:R:3:nbo_charge:R:1
C -4.99 5.32 3.11 -0.600
C -5.34 4.53 1.86 -0.400
C -4.48 3.28 1.74 -0.409
C -4.51 2.59 0.38 0.080
O -4.05 3.47 -0.65 -0.719
C -3.70 1.28 0.43 0.070
C -4.13 0.24 -0.54 -0.649
O -2.33 1.78 0.12 -0.385
N -1.33 0.85 0.50 0.721
O -0.19 1.26 0.31 -0.329
O -1.74 -0.21 0.97 -0.369
H -5.66 6.17 3.20 0.211
H -5.10 4.69 4.01 0.200
H -3.96 5.67 3.05 0.205
H -6.40 4.24 1.86 0.193
H -5.16 5.12 0.96 0.216
H -3.44 3.54 1.95 0.203
H -4.77 2.56 2.51 0.195
H -5.56 2.38 0.14 0.178
H -3.15 3.15 -0.88 0.484
H -3.68 0.88 1.45 0.215
H -5.11 -0.15 -0.25 0.229
H -4.20 0.67 -1.55 0.224
H -3.41 -0.58 -0.49 0.236
```

Q) has the most favorable energy; the next structure is 2.2 kcal/mol above.